The following is a quantum chemistry calculation of a cluster of 11 separate species, C6H34NO11 in total, from the OMol25 dataset.

E = -1131.44713 hartree
HOMO = -5.617 eV
total charge = -1
energy above the lowest of the compared OMol25 structures with the same formula, charge and spin = 133.7 kJ/mol

Cartesian coordinates (Å):
C  -0.376  -0.585  3.155
C  -0.524  0.357  1.959
N  0.806  0.835  1.526
C  2.647  2.391  -1.460
C  2.357  1.685  -0.117
C  0.857  1.395  0.152
C  0.292  0.523  -0.978
O  -1.083  0.271  -0.835
H  0.115  -0.381  4.107
H  0.273  -1.395  2.799
H  -1.369  -1.003  3.333
H  -1.138  -0.184  1.252
H  -1.035  1.291  2.218
H  1.559  0.177  1.671
H  2.823  3.460  -1.298
H  3.655  2.049  -1.697
H  1.960  2.442  -2.300
H  2.856  0.716  -0.055
H  2.632  2.395  0.650
H  0.303  2.342  0.154
H  0.352  1.209  -1.828
H  0.870  -0.409  -1.057
H  -4.785  -0.498  -0.388
H  -3.968  -0.139  -1.584
O  -4.730  -0.690  -1.330
H  -1.171  -2.960  -0.076
H  -0.895  -3.915  1.190
O  -0.494  -3.454  0.454
H  2.152  -1.035  3.242
H  3.335  -1.973  2.901
O  2.746  -1.697  3.595
H  1.886  -2.917  1.670
H  1.714  -2.285  0.262
O  2.332  -2.425  0.986
H  -0.356  -3.255  -2.363
H  0.644  -3.867  -1.461
O  0.459  -3.787  -2.406
H  -3.480  1.659  -1.078
H  -2.379  1.625  0.016
O  -3.311  1.815  -0.139
H  1.354  3.567  2.728
H  1.751  2.159  3.005
O  2.130  2.996  2.710
H  0.284  1.461  -3.732
H  -1.212  1.874  -3.604
O  -0.353  2.131  -3.977
H  -2.515  -1.980  -1.756
H  -1.326  -1.103  -1.264
O  -1.601  -2.101  -1.465
H  -2.416  -0.143  -3.056
H  -2.017  0.628  -1.731
O  -2.609  0.732  -2.702

Atoms 1-3, force components in eV/Å:
0.06 -1.00 -0.55
1.12 0.79 1.52
-0.94 -0.10 -0.78

Atom charges from the natural (NBO) analysis, given in e for atoms 1 to 4:
1. C -0.635
2. C -0.223
3. N -0.673
4. C -0.631